(1)
Below is a cluster of 3 separate species, C26H44F9O8S in total at a distorted geometry, with properties calculated with ωB97M-V with the def2-TZVPD basis set.

Last column: Löwdin charge in e.
Element x y z (Å)
C  -6.47  0.91  -5.01  -0.117
C  -6.25  -0.42  -4.25  -0.237
C  -4.80  -0.63  -3.75  -0.175
C  -3.97  -1.59  -4.63  -0.084
C  -3.65  -2.98  -4.02  -0.287
C  -4.46  -4.06  -4.81  -0.697
O  -3.92  -4.39  -5.88  -0.045
O  -5.55  -4.41  -4.31  -0.021
C  -2.13  -3.31  -4.00  -0.039
C  -1.77  -3.50  -2.52  -0.340
C  -0.39  -2.95  -2.17  -0.122
C  0.03  -3.22  -0.72  -0.187
C  0.93  -2.12  -0.15  -0.168
C  1.13  -2.34  1.36  -0.080
C  1.54  -1.11  2.14  -0.464
F  1.96  -0.13  1.30  0.110
F  2.60  -1.34  2.96  0.111
C  0.44  -0.39  2.97  -0.458
F  0.97  0.69  3.53  0.123
F  -0.51  0.00  2.14  0.156
S  -0.40  -1.38  4.36  0.784
F  0.54  -0.74  5.47  -0.135
F  -1.43  -0.19  4.55  -0.126
F  -1.37  -2.07  3.30  -0.127
F  0.62  -2.60  4.22  -0.133
F  -1.14  -2.18  5.50  -0.116
C  -1.93  -5.01  -2.16  -0.066
C  -2.74  -5.31  -0.88  -0.076
C  -2.35  -6.64  -0.29  -0.509
O  -2.78  -7.71  -0.63  0.112
O  -1.41  -6.53  0.70  0.072
C  -2.92  -2.73  -1.89  -0.457
O  -2.90  -2.00  -0.93  0.133
O  -4.03  -3.03  -2.59  0.053
H  -7.43  1.36  -4.75  0.056
H  -5.68  1.64  -4.78  0.056
H  -6.46  0.75  -6.09  0.062
H  -6.94  -0.47  -3.41  0.098
H  -6.49  -1.23  -4.93  0.101
H  -4.83  -0.97  -2.72  0.097
H  -4.30  0.35  -3.74  0.096
H  -3.04  -1.10  -4.93  0.104
H  -4.52  -1.79  -5.55  0.118
H  -1.89  -4.17  -4.63  0.123
H  -1.59  -2.46  -4.44  0.117
H  -0.39  -1.88  -2.36  0.124
H  0.32  -3.42  -2.87  0.127
H  -0.88  -3.24  -0.10  0.101
H  0.53  -4.19  -0.65  0.121
H  1.91  -2.18  -0.64  0.123
H  0.46  -1.16  -0.35  0.119
H  1.93  -3.07  1.51  0.140
H  0.23  -2.78  1.77  0.105
H  -0.94  -5.46  -2.11  0.128
H  -2.45  -5.50  -2.98  0.134
H  -3.80  -5.36  -1.12  0.142
H  -2.60  -4.55  -0.11  0.112
H  -1.53  -7.29  1.29  0.112
C  2.13  3.81  4.05  -0.068
C  3.43  3.12  4.41  -0.274
O  4.56  3.99  4.43  -0.171
C  4.50  5.06  5.36  -0.287
C  4.39  4.62  6.81  -0.081
H  2.23  4.35  3.10  0.076
H  1.34  3.07  3.95  0.062
H  1.82  4.53  4.81  0.069
H  3.67  2.37  3.66  0.116
H  3.33  2.60  5.37  0.109
H  3.67  5.74  5.11  0.107
H  5.42  5.61  5.21  0.117
H  3.44  4.12  7.02  0.066
H  4.46  5.48  7.46  0.074
H  5.20  3.92  7.05  0.081
C  4.88  4.48  0.99  -0.082
C  5.35  4.57  -0.45  -0.281
O  4.30  4.51  -1.41  -0.158
C  3.32  5.52  -1.32  -0.283
C  3.86  6.93  -1.51  -0.084
H  4.27  3.59  1.14  0.081
H  5.73  4.42  1.66  0.078
H  4.29  5.34  1.29  0.066
H  5.99  3.73  -0.69  0.118
H  5.95  5.48  -0.59  0.106
H  2.78  5.45  -0.37  0.106
H  2.61  5.29  -2.11  0.119
H  4.53  7.23  -0.69  0.064
H  3.04  7.64  -1.54  0.074
H  4.43  7.00  -2.44  0.080

Summary:
LUMO level (Ha): 0.06640
Kohn-Sham gap (eV): 6.6659
Largest force on an atom (eV/Å): 1.07
Net charge: -1

---

(2)
Below is a cluster of 2 separate species, C7H10N2O5 in total at a distorted geometry, with properties calculated with ωB97M-V with the def2-TZVPD basis set.

Last column: natural (NBO) charge in e.
Element x y z (Å)
C  1.76  -1.49  -0.46  -0.618
C  0.89  -0.36  -1.05  -0.223
N  0.19  0.36  -0.01  -0.419
C  0.30  1.80  0.29  -0.226
C  -0.64  1.92  1.48  -0.074
O  -1.54  0.87  1.44  -0.456
C  -1.11  0.02  0.46  0.483
C  -1.80  -1.05  0.04  -0.104
N  -2.57  -2.03  0.00  0.381
O  -3.23  -2.42  -0.93  -0.460
O  -2.54  -3.00  1.12  -0.593
H  2.30  -2.18  -1.23  0.218
H  2.62  -1.10  0.06  0.206
H  1.11  -2.07  0.29  0.225
H  0.10  -0.75  -1.63  0.209
H  1.46  0.28  -1.71  0.205
H  -0.03  2.33  -0.56  0.188
H  1.27  2.02  0.57  0.204
H  -0.07  2.00  2.39  0.182
H  -1.22  2.80  1.42  0.188
H  -3.28  -3.67  0.90  0.485
O  -4.62  1.13  0.20  -0.503
C  -3.83  1.51  -0.54  1.031
O  -3.08  1.98  -1.27  -0.530

Summary:
LUMO level (Ha): 0.02275
Kohn-Sham gap (eV): 9.0692
Structure (SMILES): CCN1CCOC1=C=[N+]([O-])O.O=C=O
Energy relative to the best compared isomer or geometry (same formula, charge and spin) (kJ/mol): 599.7
Largest force on an atom (eV/Å): 2.76
Net charge: 0

---

(3)
Below is an isolated molecule of C3H5FN2 at a distorted geometry, with properties calculated with ωB97M-V with the def2-TZVPD basis set.

Last column: natural (NBO) charge in e.
Element x y z (Å)
H  -1.40  -2.03  0.11  0.342
N  -1.74  -1.08  -0.06  -0.682
C  -0.77  -0.24  0.01  0.414
N  -1.08  1.18  -0.10  -0.863
C  0.64  -0.62  0.00  -0.357
C  1.62  0.22  -0.08  0.280
F  2.89  -0.23  -0.04  -0.324
H  -2.09  1.28  -0.09  0.406
H  -0.46  1.96  0.27  0.396
H  0.91  -1.69  -0.13  0.230
H  1.48  1.25  0.11  0.158

Summary:
LUMO level (Ha): 0.03179
Kohn-Sham gap (eV): 10.2599
Structure (SMILES): [H]/N=C(N)\C=C\F
Energy relative to the best compared isomer or geometry (same formula, charge and spin) (kJ/mol): 52.2
Largest force on an atom (eV/Å): 2.68
Net charge: 0

---

(4)
Below is a structure of composition C13H27F6HoN11O2Sb at a distorted geometry, with properties calculated with ωB97M-V with the def2-TZVPD basis set.

Last column: natural (NBO) charge in e.
Element x y z (Å)
Ho  8.20  7.47  10.18  2.031
N  10.63  4.93  8.76  -0.594
C  11.17  5.84  9.64  0.459
N  12.40  5.80  10.10  -0.370
N  12.51  6.94  10.86  -0.069
N  11.40  7.56  10.92  -0.143
N  10.49  6.85  10.20  -0.596
C  9.41  5.11  8.15  0.472
N  9.10  4.64  6.95  -0.358
N  7.80  4.81  6.80  -0.042
N  7.31  5.43  7.81  -0.182
N  8.32  5.67  8.73  -0.582
H  11.32  4.34  8.28  0.436
N  9.44  9.56  10.09  -0.893
C  8.99  10.91  10.31  -0.206
C  7.88  11.32  9.31  -0.425
C  6.60  10.55  9.43  -0.216
N  6.77  9.15  9.02  -0.917
H  10.28  9.42  10.64  0.430
H  9.73  9.45  9.16  0.369
H  9.87  11.58  10.25  0.195
H  8.53  10.94  11.30  0.205
H  8.36  11.36  8.32  0.201
H  7.64  12.29  9.54  0.225
H  5.76  11.08  8.90  0.197
H  6.32  10.55  10.50  0.210
H  7.17  9.09  8.10  0.390
H  5.85  8.70  8.99  0.407
C  8.95  8.32  14.21  -0.652
C  7.85  7.60  13.51  0.109
O  7.76  8.01  12.20  -0.921
C  8.17  6.04  13.67  0.954
F  7.15  5.24  13.41  -0.316
F  9.20  5.65  12.87  -0.317
F  8.55  5.79  14.91  -0.308
C  6.62  7.92  14.33  0.963
F  6.44  9.27  14.33  -0.323
F  5.46  7.33  13.92  -0.329
F  6.80  7.46  15.57  -0.318
H  9.90  8.06  13.76  0.242
H  9.05  8.15  15.30  0.241
H  8.82  9.40  14.09  0.230
C  5.36  5.55  10.71  -0.255
O  6.03  6.43  9.82  -0.829
H  5.88  4.59  10.76  0.186
H  4.30  5.41  10.39  0.185
H  5.38  5.99  11.74  0.209
H  6.23  5.97  8.93  0.523
C  8.12  8.71  4.22  -1.026
Sb  8.97  8.82  6.13  0.982
C  10.83  7.85  5.56  -0.955
C  9.79  10.74  5.95  -1.021
H  8.72  9.12  3.37  0.239
H  7.07  9.05  4.14  0.236
H  8.08  7.65  3.91  0.248
H  10.89  7.84  4.44  0.234
H  10.94  6.87  6.01  0.239
H  11.63  8.48  5.95  0.224
H  10.56  10.83  5.22  0.239
H  10.30  11.03  6.90  0.221
H  8.99  11.50  5.89  0.232

Summary:
LUMO level (alpha / beta) (Ha): 0.00076 / 0.00088
Kohn-Sham gap (alpha / beta) (eV): 8.6445 / 8.6479
Expectation value of S²: 6.003
Energy relative to the best compared isomer or geometry (same formula, charge and spin) (kJ/mol): 22.1
Largest force on an atom (eV/Å): 2.43
Net charge: 0
Spin multiplicity: 5

---

(5)
Below is an isolated molecule of C7H16N3P at a distorted geometry, with properties calculated with ωB97M-V with the def2-TZVPD basis set.

Last column: natural (NBO) charge in e.
Element x y z (Å)
N  -0.35  -0.40  2.83  -1.351
P  -0.59  -1.08  1.46  2.075
N  -2.21  -1.47  1.07  -1.186
N  0.12  -2.62  1.38  -1.166
C  -0.14  0.00  0.05  -0.372
C  -0.75  1.46  0.06  -0.423
C  0.47  2.33  -0.46  -0.402
C  1.37  1.26  -1.03  -0.226
C  0.65  0.46  -2.12  -0.395
C  -0.20  -0.58  -1.39  -0.420
C  1.38  0.26  0.14  -0.433
H  -0.06  -1.06  3.52  0.385
H  -2.28  -1.58  0.08  0.378
H  -2.72  -0.75  1.53  0.403
H  1.11  -2.49  1.23  0.393
H  -0.44  -3.19  0.79  0.398
H  -0.89  1.64  1.22  0.243
H  -1.63  1.35  -0.45  0.201
H  0.02  2.97  -1.24  0.205
H  0.85  3.01  0.35  0.225
H  2.26  1.83  -1.34  0.224
H  1.51  -0.02  -2.82  0.206
H  0.13  1.03  -2.77  0.206
H  -1.15  -0.57  -1.81  0.202
H  0.20  -1.66  -1.41  0.208
H  1.83  -0.65  0.02  0.190
H  1.51  0.52  1.11  0.233

Summary:
LUMO level (Ha): 0.02655
Kohn-Sham gap (eV): 9.5271
Structure (SMILES): N=P(N)(N)[C@]12CC[C@H](CC1)C2
Energy relative to the best compared isomer or geometry (same formula, charge and spin) (kJ/mol): 0.0
Largest force on an atom (eV/Å): 6.01
Net charge: 0